C28H46BrMnN3P2S | ωB97M-V with the def2-TZVPD basis set

```
82
Properties=species:S:1:pos:R:3:forces:R:3:mulliken_spin:R:1
C -0.5331 5.1306 -3.4257 -0.1 0.0 -1.3 0.098
C -0.7897 3.9243 -4.1125 -0.5 1.0 -0.6 -0.063
C -0.9908 3.9698 -5.5018 0.3 1.2 0.7 0.100
C -0.9606 5.2301 -6.1328 -0.1 0.5 -1.7 0.002
N -0.7348 6.3609 -5.4590 -0.1 -3.9 1.7 0.796
C -0.5159 6.3304 -4.1465 0.4 1.4 0.2 0.004
C -0.9762 2.6992 -3.3818 -0.4 -0.8 2.8 -0.052
C -1.4422 2.4496 -2.1513 1.9 2.0 -3.0 -0.188
C -1.9852 2.6666 -0.8804 -1.0 -0.6 0.5 0.066
C -1.1713 2.4994 0.2504 -0.1 -0.2 0.0 -0.097
C -1.7710 2.3074 1.4776 0.0 -0.1 -0.2 0.013
C -3.1556 2.1819 1.5003 -0.1 0.5 0.2 -0.032
C -3.9886 2.3618 0.3995 0.1 0.0 -0.2 0.012
C -3.3943 2.6319 -0.8173 0.1 -0.3 0.3 -0.032
Mn -0.7281 0.8805 -2.7196 0.8 1.4 -2.1 2.392
P 2.6238 -1.1176 1.4021 0.2 -0.1 0.5 0.005
H -1.1836 3.0749 -6.0823 0.0 0.3 -0.1 0.007
H -0.3311 5.1622 -2.3671 0.0 0.1 0.1 0.012
H -1.1027 5.2965 -7.2219 0.0 0.1 0.4 0.026
H -0.2953 7.2712 -3.6498 -0.1 0.0 0.0 0.024
H -3.9706 2.6837 -1.7435 0.1 0.2 0.4 0.000
H -0.0919 2.3954 0.1563 -0.2 0.4 -0.1 -0.013
H -5.0636 2.2533 0.5115 0.2 0.1 -0.1 0.000
H -1.1908 2.1967 2.3966 -0.2 0.1 -0.3 0.000
C 2.5234 -2.8313 1.9660 -0.1 -0.4 0.1 0.000
C 3.5836 -3.7248 1.3053 0.4 -0.3 -0.3 0.000
H 1.5088 -3.1941 1.7309 0.2 0.2 0.0 0.000
H 2.6132 -2.8690 3.0656 0.0 0.2 -0.4 0.000
H 3.5737 -4.7229 1.7657 -0.1 0.3 -0.1 0.000
H 3.3828 -3.8594 0.2320 0.1 0.0 0.3 0.000
H 4.6007 -3.3249 1.4198 -0.4 -0.2 0.0 0.000
C 2.5545 -0.9429 -0.3966 -0.4 -0.1 -0.3 0.019
C 3.2484 0.2596 -1.0186 0.3 0.5 -0.1 0.001
H 1.4846 -0.8618 -0.6310 0.3 -0.1 0.1 -0.034
H 2.8997 -1.8837 -0.8510 0.0 0.2 0.3 0.001
H 3.2888 0.1234 -2.1026 0.0 -0.1 0.1 0.000
H 2.6987 1.1914 -0.8454 0.1 -0.1 0.1 -0.003
H 4.2731 0.4028 -0.6719 -0.1 0.0 -0.1 -0.001
C 3.9828 -0.1772 2.1037 0.3 0.3 0.1 0.000
C 5.3582 -0.7208 1.6920 0.6 -0.2 0.0 0.000
H 3.9029 -0.1383 3.2043 0.0 0.0 -0.4 0.000
H 3.8496 0.8586 1.7533 -0.1 -0.2 0.1 0.000
H 6.1303 0.0402 1.8675 -0.3 -0.2 0.0 0.000
H 5.6380 -1.6005 2.2841 -0.1 0.2 -0.1 0.000
H 5.4170 -0.9954 0.6306 -0.1 0.1 0.2 0.000
Br -3.9593 1.8332 3.1233 -0.4 -0.3 0.9 -0.006
P -1.0949 -0.9288 -1.6767 -0.2 -3.0 1.9 -0.039
C -0.1628 -2.5209 -1.8205 0.0 -0.1 -0.8 0.001
C -0.8212 -3.8941 -1.6237 -0.1 -0.3 0.1 -0.002
H 0.6416 -2.4271 -1.0770 -0.4 0.1 -0.2 0.002
H 0.3519 -2.4780 -2.7933 -0.1 -0.2 0.2 -0.003
H -0.0369 -4.6540 -1.7387 -0.2 0.2 0.0 0.000
H -1.2560 -4.0410 -0.6241 0.3 0.2 -0.3 0.000
H -1.6069 -4.1297 -2.3517 0.3 0.2 0.1 0.000
C -1.8992 -1.1546 -0.0701 -0.2 0.8 0.2 0.005
C -3.1520 -1.9990 -0.1996 -0.6 -0.5 0.1 0.000
H -2.1261 -0.1356 0.2751 -0.1 -0.3 0.2 0.007
H -1.1828 -1.5867 0.6422 -0.1 0.0 -0.4 0.006
H -3.5016 -2.2989 0.7921 -0.1 0.0 -0.1 0.000
H -3.9667 -1.4414 -0.6753 0.2 -0.2 0.1 0.001
H -2.9823 -2.9249 -0.7699 -0.1 0.4 0.2 0.000
C -2.4402 -0.6660 -2.9397 0.2 -1.0 0.7 0.023
C -2.6353 -1.9471 -3.7681 0.0 0.2 -0.9 0.013
H -2.1371 0.2278 -3.5934 -0.7 -0.6 -0.3 -0.069
H -3.4064 -0.3998 -2.4842 0.6 0.3 0.0 0.001
H -3.2731 -1.7209 -4.6269 0.1 -0.2 0.0 0.002
H -1.6823 -2.3385 -4.1318 -0.1 0.1 -0.1 -0.004
H -3.1225 -2.7510 -3.2064 0.1 0.4 0.1 -0.003
C 1.3533 -1.0894 5.9394 0.2 -0.2 0.9 0.000
N 1.4716 -0.7538 4.5252 -0.4 0.2 -1.5 0.000
C 0.4925 -0.4858 3.6674 -0.4 -0.2 0.9 -0.002
S 0.8322 -0.1585 1.9519 -0.3 0.3 0.0 0.003
N -0.8043 -0.3680 3.9871 1.5 0.1 -1.3 0.000
C -1.3192 -0.0809 5.3174 -0.4 0.2 0.8 0.000
H 0.6237 -1.8853 6.1204 0.2 0.2 -0.2 0.000
H 1.1204 -0.2013 6.5365 0.1 -0.3 -0.1 0.000
H 2.3289 -1.4545 6.2587 -0.1 0.0 0.0 0.000
H 2.3976 -0.8057 4.0999 -0.5 0.2 0.6 0.000
H -1.4298 -0.2057 3.1971 0.1 -0.1 0.4 0.000
H -2.3604 0.2329 5.2108 0.3 -0.1 0.0 0.000
H -1.2780 -0.9729 5.9447 -0.2 0.2 -0.1 0.000
H -0.7460 0.7362 5.7774 -0.3 -0.2 -0.2 0.000
```
Forces are in eV/Å.

Net charge: +4
Maximum force (eV Å⁻¹): 4.2
Total energy (eV): -164984.0002
Highest occupied orbital energy (spin up / spin down) (eV): -18.4707 / -18.2401
Frontier orbital gap (spin up / spin down) (eV): 7.1597 / 4.5652
⟨S²⟩: 4.0722
LUMO energy (spin up / spin down) (eV): -11.31 / -13.67
2S+1: 4